{
  "formula": "C16H26N2O4",
  "method": "ωB97M-V/def2-TZVPD",
  "symbols": ["C", "C", "C", "C", "C", "C", "O", "C", "C", "O", "C", "N", "C", "C", "N", "C", "C", "O", "C", "C", "C", "O", "H", "H", "H", "H", "H", "H", "H", "H", "H", "H", "H", "H", "H", "H", "H", "H", "H", "H", "H", "H", "H", "H", "H", "H", "H", "H"],
  "coordinates": [[-1.8363, 0.7029, -3.9188], [-0.7038, 1.5095, -3.3010], [0.3995, 0.7367, -2.5469], [0.9087, -0.4537, -3.3581], [2.0098, -1.2562, -2.6407], [1.5270, 1.7394, -2.2804], [2.3121, 2.0498, -3.1671], [1.5330, 2.5159, -1.0490], [2.3559, 3.7839, -0.9288], [2.0886, 4.5719, -2.0847], [0.7982, 2.1101, 0.0342], [-0.0323, 0.9964, -0.0231], [-0.6739, 0.5130, 1.2501], [-0.0810, -0.7661, 1.7828], [-0.6973, -1.3704, 3.0075], [-2.0535, -1.9403, 2.8749], [-2.5980, -2.4876, 4.1780], [-1.6530, -3.3603, 4.7881], [-0.4100, -2.7199, 5.0523], [0.2322, -2.2737, 3.7374], [-0.2057, 0.2959, -1.1973], [-0.9969, -0.6260, -1.1920], [-2.4596, 1.3734, -4.5277], [-2.4796, 0.2063, -3.1849], [-1.5258, -0.1017, -4.5813], [-1.1074, 2.2832, -2.6094], [-0.2394, 2.0415, -4.1208], [1.3560, -0.1143, -4.3382], [0.1275, -1.1379, -3.6169], [2.9344, -0.6794, -2.4490], [1.5392, -1.6607, -1.7072], [2.3131, -2.0905, -3.2736], [3.4214, 3.5124, -0.8638], [2.0794, 4.3544, -0.0052], [2.1451, 3.9547, -2.8383], [0.8048, 2.6986, 0.9357], [-0.4775, 1.2303, 2.0662], [-1.7634, 0.3854, 1.1229], [-0.0363, -1.5311, 1.0045], [0.9584, -0.5385, 2.0629], [-2.0762, -2.7317, 2.1341], [-2.7319, -1.1492, 2.5140], [-2.7496, -1.6003, 4.7989], [-3.5855, -2.9560, 4.0278], [-0.5898, -1.8352, 5.6907], [0.2568, -3.4211, 5.6087], [0.5482, -3.0941, 3.1308], [1.1145, -1.6699, 4.0018]],
  "homo_ev": -8.7,
  "molar_mass_g_mol": 310.39,
  "orbital_gap_ev": 8.5,
  "relative_energy_kcal_mol": 56.6
}

***

{
  "formula": "C16H26N2OS",
  "method": "ωB97M-V/def2-TZVPD",
  "symbols": ["C", "C", "C", "C", "C", "C", "C", "C", "C", "C", "O", "N", "N", "C", "C", "C", "C", "C", "C", "S", "H", "H", "H", "H", "H", "H", "H", "H", "H", "H", "H", "H", "H", "H", "H", "H", "H", "H", "H", "H", "H", "H", "H", "H", "H", "H"],
  "coordinates": [[-0.7107, 0.2519, 5.4513], [-0.4342, 1.2652, 4.3468], [0.5544, 0.7179, 3.3196], [0.9466, 1.7311, 2.2446], [-0.1904, 2.0643, 1.2818], [0.2567, 3.0618, 0.2156], [-0.8869, 3.5393, -0.6801], [-1.4481, 2.4712, -1.6184], [-0.4595, 2.0839, -2.7255], [-1.1383, 1.1475, -3.6887], [-1.6989, 1.4774, -4.7102], [-1.1266, -0.1723, -3.3187], [-0.4994, -0.6247, -2.2282], [-0.5168, -1.8719, -1.9587], [0.1614, -2.3908, -0.8184], [0.2378, -3.6996, -0.4114], [1.0076, -3.8692, 0.7508], [1.5209, -2.7008, 1.2357], [2.3591, -2.5066, 2.4475], [1.0539, -1.3536, 0.2533], [-1.4191, 0.6530, 6.1724], [-1.1279, -0.6623, 5.0337], [0.2075, -0.0007, 5.9781], [-0.0277, 2.1786, 4.7871], [-1.3742, 1.5211, 3.8560], [1.4592, 0.4026, 3.8462], [0.1233, -0.1629, 2.8386], [1.7787, 1.3214, 1.6667], [1.2964, 2.6478, 2.7259], [-0.5290, 1.1422, 0.8075], [-1.0291, 2.4911, 1.8347], [1.0446, 2.6141, -0.3913], [0.6855, 3.9348, 0.7147], [-1.6981, 3.9028, -0.0444], [-0.5388, 4.3829, -1.2808], [-1.7168, 1.5797, -1.0510], [-2.3559, 2.8596, -2.0864], [-0.1546, 2.9767, -3.2721], [0.4090, 1.5897, -2.2944], [-1.6060, -0.8294, -3.9411], [-1.0416, -2.6004, -2.5895], [-0.2425, -4.5068, -0.9356], [1.1815, -4.8245, 1.2139], [2.8395, -3.4421, 2.7249], [3.1212, -1.7507, 2.2710], [1.7462, -2.1730, 3.2857]],
  "homo_ev": -8.1,
  "molar_mass_g_mol": 294.46,
  "orbital_gap_ev": 8.3,
  "relative_energy_kcal_mol": 36.5
}

***

{
  "formula": "C16H26N2PdSi",
  "method": "ωB97M-V/def2-TZVPD",
  "symbols": ["C", "C", "H", "H", "H", "H", "H", "H", "C", "C", "C", "C", "H", "H", "H", "H", "N", "C", "C", "N", "C", "C", "C", "H", "H", "C", "H", "H", "Pd", "C", "H", "H", "H", "C", "Si", "C", "C", "H", "H", "H", "H", "H", "H", "H", "H", "H"],
  "coordinates": [[-1.0986, 1.2158, 2.7602], [-0.9066, -0.8078, 2.8486], [-0.2213, 1.3804, 3.3604], [-2.0267, 1.0577, 3.2989], [-1.2479, 2.1132, 2.1534], [-0.4755, -1.7516, 2.4726], [-0.2845, -0.5847, 3.7179], [-1.9587, -1.0004, 3.0720], [-0.4873, 2.7745, -0.8756], [-0.1316, 3.5695, -1.9639], [0.0919, 2.9388, -3.1929], [-0.0423, 1.5547, -3.3210], [-0.6998, 3.1971, 0.1053], [-0.0437, 4.6473, -1.8136], [0.3867, 3.5318, -4.0549], [0.1119, 1.0341, -4.2632], [-0.5516, 1.4406, -0.9987], [-0.3793, 0.8026, -2.1845], [-0.4834, -0.6664, -2.1975], [-0.7135, -1.2896, -1.0141], [-0.9263, -2.6120, -0.9263], [-0.4530, -2.8272, -3.2614], [-0.7758, -3.4343, -2.0418], [-1.2031, -3.0145, 0.0502], [-0.9244, -4.5101, -1.9161], [-0.3107, -1.4429, -3.3531], [-0.0804, -0.9357, -4.2893], [-0.3158, -3.4451, -4.1440], [-0.7186, 0.0902, 0.7006], [-2.8589, 0.0418, 0.8455], [-3.1349, -0.9977, 0.6108], [-3.1883, 0.7172, 0.0406], [-3.2340, 0.3563, 1.8286], [2.4482, 0.9566, 0.1114], [1.5083, -0.1591, 1.3024], [1.9911, -1.9700, 0.9906], [2.1069, 0.3098, 3.0360], [2.2947, 0.6497, -0.9297], [3.5161, 0.8301, 0.3371], [2.2181, 2.0286, 0.1854], [3.0557, -2.0747, 1.2459], [1.4372, -2.7167, 1.5748], [1.8750, -2.2194, -0.0711], [3.1994, 0.1853, 3.0255], [1.9077, 1.3570, 3.2910], [1.7273, -0.3209, 3.8469]],
  "homo_ev": [2.9, 2.9],
  "molar_mass_g_mol": 380.90,
  "orbital_gap_ev": [2.7, 2.7],
  "charge": -2
}

***

{
  "formula": "C16H26N3O2",
  "method": "ωB97M-V/def2-TZVPD",
  "symbols": ["C", "C", "C", "C", "N", "C", "C", "C", "C", "C", "O", "C", "N", "C", "C", "C", "C", "C", "N", "O", "C", "H", "H", "H", "H", "H", "H", "H", "H", "H", "H", "H", "H", "H", "H", "H", "H", "H", "H", "H", "H", "H", "H", "H", "H", "H", "H"],
  "coordinates": [[1.6347, 3.9678, -0.2790], [1.4858, 2.5916, -0.9167], [0.0181, 2.2655, -1.1891], [-0.1909, 0.9292, -1.9145], [0.2820, -0.2211, -1.1646], [1.5842, -0.7731, -1.5331], [1.4570, -1.7745, -2.6819], [2.8101, -2.3561, -3.0930], [3.7304, -1.3340, -3.7501], [-0.4096, -0.8643, -0.2329], [-0.0218, -1.8335, 0.3929], [-1.8649, -0.3452, 0.0670], [-2.2332, -0.8982, 1.3392], [-2.2744, -2.2355, 1.4438], [-2.4174, -2.8378, 2.6821], [-2.5182, -2.0566, 3.8167], [-2.4877, -0.6594, 3.6929], [-2.6071, 0.1989, 4.8552], [-2.5881, 1.4641, 4.7117], [-2.7080, 2.1921, 5.8526], [-2.3223, -0.1227, 2.4230], [1.1040, 4.0136, 0.6696], [1.2355, 4.7387, -0.9335], [2.6824, 4.1864, -0.0937], [2.0430, 2.5716, -1.8551], [1.9112, 1.8403, -0.2483], [-0.4096, 3.0485, -1.8178], [-0.5199, 2.2778, -0.2386], [0.3678, 0.9515, -2.8514], [-1.2470, 0.8029, -2.1675], [1.9967, -1.2755, -0.6561], [2.2354, 0.0522, -1.8139], [0.9960, -1.2894, -3.5456], [0.8018, -2.5869, -2.3607], [3.3006, -2.7821, -2.2162], [2.6290, -3.1692, -3.7977], [4.0381, -0.5632, -3.0480], [4.6271, -1.8257, -4.1167], [3.2358, -0.8598, -4.5950], [-2.5160, -0.7307, -0.7223], [-1.9185, 0.7404, 0.0955], [-2.2266, -2.8160, 0.5373], [-2.4412, -3.9135, 2.7454], [-2.6238, -2.5097, 4.7903], [-2.7131, -0.2742, 5.8292], [-2.6807, 3.1262, 5.5891], [-2.2663, 0.9482, 2.2995]],
  "homo_ev": -12.5,
  "molar_mass_g_mol": 292.40,
  "orbital_gap_ev": 8.6,
  "charge": 1
}

***

{
  "formula": "C16H26N4O2S",
  "method": "ωB97M-V/def2-TZVPD",
  "symbols": ["C", "C", "H", "H", "C", "C", "N", "N", "C", "N", "C", "O", "C", "H", "H", "C", "C", "O", "N", "H", "C", "C", "H", "C", "C", "C", "C", "H", "C", "H", "H", "H", "H", "H", "H", "H", "H", "H", "H", "H", "H", "H", "H", "S", "H", "H", "H", "H", "H"],
  "coordinates": [[-4.4919, 2.3000, 6.6148], [-5.5954, 1.8504, 5.5595], [-5.3193, 0.7813, 5.2157], [-6.5386, 1.7170, 5.9103], [-5.6806, 2.9120, 4.1359], [-4.2040, 2.9377, 3.5383], [-3.4573, 4.0721, 3.3996], [-2.6015, 3.8218, 2.6426], [-2.3038, 2.5881, 2.3048], [-1.1550, 2.3310, 1.7116], [-0.8584, 0.7724, 1.4099], [-1.6485, -0.0650, 1.5519], [0.3465, 0.9660, 0.4456], [0.7182, -0.3079, 0.7321], [1.1093, 1.4502, 0.8539], [0.2757, 1.1440, -0.8791], [1.4624, 1.0861, -1.7076], [2.2754, 1.8623, -1.9489], [1.4769, -0.4215, -2.0058], [1.0259, -1.1063, -1.7516], [2.7521, -0.8398, -2.8838], [3.7206, -1.9693, -1.8857], [4.6274, -1.9182, -2.1412], [3.2166, -3.3483, -1.9699], [3.5183, -4.2291, -3.3027], [3.1968, -3.6416, -4.5393], [3.4245, -1.9915, -4.9687], [4.3169, -1.9510, -4.6151], [2.4974, -1.2991, -4.1698], [2.1613, -0.3710, -4.7206], [1.3636, -1.9842, -4.0697], [3.1771, -2.0352, -6.0976], [3.8341, -4.2415, -5.2772], [2.2421, -3.8433, -4.7956], [4.8517, -3.8579, -3.1709], [3.5006, -5.2866, -2.9474], [1.8283, -3.3296, -2.2802], [3.4849, -3.8066, -0.9447], [3.4955, -1.5642, -0.8899], [3.5346, -0.0846, -2.8688], [-0.5892, 0.6172, -1.1518], [0.0879, 2.0759, -0.9124], [-0.4073, 3.0249, 1.4050], [-3.3845, 1.5885, 2.8212], [-5.8779, 3.6415, 4.5349], [-6.4410, 2.5160, 3.6521], [-3.5202, 2.5132, 6.1529], [-4.8562, 3.4330, 6.9670], [-4.5918, 1.4909, 7.3366]],
  "homo_ev": -7.8,
  "molar_mass_g_mol": 338.48,
  "orbital_gap_ev": 8.2,
  "relative_energy_kcal_mol": 460.4
}

***

{
  "formula": "C16H26N4O2S",
  "method": "ωB97M-V/def2-TZVPD",
  "symbols": ["C", "C", "C", "S", "C", "C", "N", "C", "C", "O", "C", "C", "C", "C", "O", "N", "C", "C", "N", "C", "C", "C", "N", "H", "H", "H", "H", "H", "H", "H", "H", "H", "H", "H", "H", "H", "H", "H", "H", "H", "H", "H", "H", "H", "H", "H", "H", "H", "H"],
  "coordinates": [[6.0456, 2.7422, -0.1209], [4.6216, 2.3137, -0.0497], [3.5768, 2.8676, -0.7234], [2.0991, 2.0693, -0.3438], [3.0155, 1.0194, 0.7187], [2.3508, -0.0785, 1.4731], [1.7019, -1.0214, 0.5786], [2.5750, -1.7397, -0.3216], [0.3449, -1.0022, 0.5092], [-0.3102, -0.2841, 1.2402], [-0.2983, -1.9368, -0.5085], [-0.4949, -3.3389, 0.0771], [-1.3936, -3.2585, 1.3006], [-2.6552, -2.4299, 1.1192], [-3.5812, -2.5445, 1.9045], [-2.6898, -1.5655, 0.0866], [-3.8067, -0.6485, -0.0201], [-3.3968, 0.7761, 0.3752], [-2.7152, 1.4713, -0.7104], [-1.7299, 2.4153, -0.2226], [-3.6472, 2.1054, -1.6178], [-1.6701, -1.4087, -0.9262], [4.2738, 1.2683, 0.7488], [6.6658, 1.9116, -0.4527], [6.3896, 3.0410, 0.8676], [6.1585, 3.5750, -0.8089], [3.5882, 3.6886, -1.4109], [1.5670, 0.3276, 2.1209], [3.1017, -0.5911, 2.0815], [2.2964, -2.7902, -0.3894], [2.5694, -1.3040, -1.3256], [3.5901, -1.6780, 0.0666], [0.3276, -1.9841, -1.4032], [0.4593, -3.7935, 0.3536], [-0.9582, -3.9702, -0.6853], [-0.8561, -2.7942, 2.1323], [-1.6979, -4.2536, 1.6299], [-4.5736, -1.0107, 0.6671], [-4.1920, -0.6739, -1.0435], [-2.7090, 0.6910, 1.2176], [-4.2863, 1.3326, 0.7102], [-1.1904, 2.8356, -1.0717], [-1.0225, 1.8871, 0.4135], [-2.1765, 3.2420, 0.3501], [-4.2124, 2.9220, -1.1403], [-4.3571, 1.3683, -1.9886], [-3.0987, 2.5144, -2.4660], [-1.9888, -1.9442, -1.8339], [-1.6102, -0.3406, -1.1578]],
  "homo_ev": -8.1,
  "molar_mass_g_mol": 338.48,
  "orbital_gap_ev": 8.6,
  "relative_energy_kcal_mol": 39.7
}

***

{
  "formula": "C16H26N4O3S",
  "method": "ωB97M-V/def2-TZVPD",
  "symbols": ["C", "C", "C", "N", "C", "C", "N", "C", "C", "C", "N", "C", "C", "S", "O", "O", "N", "C", "C", "O", "C", "C", "C", "C", "H", "H", "H", "H", "H", "H", "H", "H", "H", "H", "H", "H", "H", "H", "H", "H", "H", "H", "H", "H", "H", "H", "H", "H", "H", "H"],
  "coordinates": [[-4.4581, -1.9714, 1.6237], [-4.0092, -0.7850, 0.7678], [-3.0777, 0.1257, 1.5790], [-3.4883, -1.2609, -0.5041], [-3.5114, -0.3298, -1.6192], [-2.1053, -0.1207, -2.2098], [-1.1305, -0.0409, -1.1444], [-0.7556, 1.1361, -0.5947], [-1.4021, 2.3416, -0.9731], [-1.0258, 3.5485, -0.4388], [-0.0504, 3.6954, 0.4514], [0.5785, 2.5942, 0.8048], [0.2959, 1.3191, 0.3341], [1.4280, 0.0960, 0.9933], [0.7613, -0.8412, 1.8583], [2.5415, 0.7993, 1.5676], [1.8915, -0.7496, -0.3932], [2.6720, 0.0501, -1.3194], [4.1546, 0.0884, -0.9321], [4.6692, -1.2170, -0.7774], [3.9678, -1.9153, 0.2291], [2.4890, -2.0503, -0.1394], [-0.9643, -1.3393, -0.5254], [-2.3200, -2.1014, -0.5127], [-3.6098, -2.4643, 2.0913], [-5.1194, -1.6235, 2.4126], [-4.9935, -2.6915, 1.0106], [-4.9082, -0.2114, 0.5082], [-3.5901, 0.4508, 2.4814], [-2.1711, -0.3967, 1.8742], [-2.8025, 1.0124, 1.0122], [-4.1723, -0.7236, -2.4060], [-3.9198, 0.6281, -1.2880], [-2.0724, 0.7593, -2.8504], [-1.8306, -0.9822, -2.8255], [-2.2276, 2.3284, -1.6638], [-1.5372, 4.4580, -0.7247], [1.3884, 2.7079, 1.5102], [2.2556, 1.0586, -1.3224], [2.5572, -0.3939, -2.3143], [4.7458, 0.5585, -1.7196], [4.2652, 0.6502, 0.0048], [4.4404, -2.8958, 0.3070], [4.0531, -1.3829, 1.1870], [1.9277, -2.5099, 0.6736], [2.3856, -2.6497, -1.0505], [-0.5939, -1.2204, 0.4861], [-0.2325, -1.9248, -1.0930], [-2.3890, -2.7348, -1.4055], [-2.3444, -2.7581, 0.3539]],
  "homo_ev": -8.1,
  "molar_mass_g_mol": 354.48,
  "orbital_gap_ev": 8.7,
  "relative_energy_kcal_mol": 67.4
}

***

{
  "formula": "C16H26N4O4",
  "method": "ωB97M-V/def2-TZVPD",
  "symbols": ["C", "N", "C", "O", "C", "N", "O", "C", "C", "C", "C", "C", "C", "C", "C", "C", "C", "C", "C", "C", "O", "N", "O", "N", "H", "H", "H", "H", "H", "H", "H", "H", "H", "H", "H", "H", "H", "H", "H", "H", "H", "H", "H", "H", "H", "H", "H", "H", "H", "H"],
  "coordinates": [[4.5819, -2.1287, -0.9471], [4.9753, -2.2450, 0.4893], [4.0794, -2.4281, 1.5210], [4.6219, -2.7771, 2.5535], [2.5780, -2.3297, 1.3600], [1.7715, -2.3554, 2.4037], [0.4651, -2.1901, 1.8881], [0.6141, -2.0346, 0.5449], [-0.5162, -1.9013, -0.4169], [-1.5208, -0.7778, 0.0012], [-0.7854, 0.5934, -0.0334], [-1.7628, 1.6333, 0.5127], [-1.1265, 2.9622, 0.8686], [-0.2310, 3.5455, -0.2159], [-1.0193, 4.0304, -1.4690], [-2.1469, 5.0065, -1.0763], [-3.0496, 4.4987, 0.0489], [-2.1700, 4.0601, 1.2544], [-1.2918, -3.2427, -0.4862], [-0.3887, -4.4411, -0.8652], [0.0141, -4.5514, -2.0440], [0.1132, -5.2637, 0.1016], [1.1117, -6.2462, -0.2418], [1.8670, -2.1012, 0.1946], [3.8809, -2.9746, -1.1665], [4.2189, -1.1681, -1.2522], [5.4594, -2.2646, -1.6257], [5.9101, -2.4948, 0.7209], [-0.1078, -1.6530, -1.3776], [-2.3816, -0.7172, -0.6941], [-1.8657, -1.0138, 0.9976], [-0.5804, 0.8545, -1.0749], [0.1277, 0.5289, 0.5585], [-2.5904, 1.7838, -0.1706], [-2.1690, 1.2693, 1.4505], [-0.5198, 2.8202, 1.8026], [0.5553, 2.8220, -0.4691], [0.3323, 4.3596, 0.2615], [-0.3156, 4.5340, -2.1025], [-1.3976, 3.1754, -2.0679], [-2.8176, 5.1636, -1.9189], [-1.7235, 5.9516, -0.7472], [-3.7000, 5.3176, 0.3973], [-3.7046, 3.7352, -0.2923], [-1.6707, 4.9524, 1.6413], [-2.8336, 3.6965, 2.0539], [-1.8287, -3.4880, 0.4457], [-2.1347, -3.1855, -1.1975], [-0.1419, -5.0758, 1.0807], [1.2147, -6.2451, -1.2003]],
  "homo_ev": -9.7,
  "molar_mass_g_mol": 338.41,
  "orbital_gap_ev": 9.9,
  "relative_energy_kcal_mol": 140.1
}